w | The following is a quantum chemistry calculation of a 4-piece molecular cluster, C8H16Cl8 overall, from OMol25.

Cartesian coordinates (Å):
Cl -6.0074 -0.5217 0.6796
H 1.5720 -4.9156 0.0087
H 0.1203 -4.8343 0.9652
C 1.0585 -4.3251 0.7702
Cl 2.2572 0.7228 1.9592
H -5.0291 1.5425 0.9954
H -4.6125 0.4817 2.3487
H -0.8811 2.6591 -2.5899
C 3.3188 1.2971 0.6594
H 4.2552 0.7510 0.7927
H -0.3378 0.9565 -0.7812
Cl -2.0557 1.0205 1.4252
H 4.0038 3.0914 -0.2481
H 2.9756 0.8936 -0.2939
C 0.9419 -2.9204 0.2296
H -3.3445 0.3625 -0.4173
C -3.4058 0.1172 0.6403
C 0.1836 1.0014 -1.7442
C 3.5004 2.8039 0.6720
H -3.1610 -0.9330 0.7642
C -0.6821 1.6118 -2.8055
Cl 2.0824 -4.3513 2.2626
H 1.9450 -2.5087 0.1091
H 4.0631 3.1077 1.5479
H -0.1280 1.5952 -3.7471
Cl -2.2419 0.8163 -3.0032
Cl 0.9238 -0.5411 -2.0578
H 0.9668 1.7076 -1.4619
Cl 1.9337 3.6798 0.6712
H 0.6150 -2.9957 -0.8104
Cl -0.1178 -1.9133 1.1927
C -4.7125 0.5404 1.2667

## Properties
- frontier orbital gap (eV) = 11.01
- HOMO energy (hartree) = -0.38623
- structure (SMILES) = ClCCCl.ClCCCl.ClCCCl.ClCCCl

Partial atomic charges computed with the Löwdin method, in multiples of e: atom 1 (Cl): 0.556, atom 2 (H): 0.071, atom 3 (H): 0.068, atom 4 (C): -0.638, atom 5 (Cl): 0.543, atom 6 (H): 0.068, atom 7 (H): 0.066, atom 8 (H): 0.077, atom 9 (C): -0.668, atom 10 (H): 0.072, atom 11 (H): 0.026, atom 12 (Cl): 0.534, atom 13 (H): 0.070, atom 14 (H): 0.042, atom 15 (C): -0.750, atom 16 (H): 0.022, atom 17 (C): -0.644, atom 18 (C): -0.713, atom 19 (C): -0.629, atom 20 (H): 0.053, atom 21 (C): -0.658, atom 22 (Cl): 0.513, atom 23 (H): 0.060, atom 24 (H): 0.069, atom 25 (H): 0.074, atom 26 (Cl): 0.583, atom 27 (Cl): 0.631, atom 28 (H): 0.044, atom 29 (Cl): 0.526, atom 30 (H): 0.042, atom 31 (Cl): 0.565, atom 32 (C): -0.675


x | The following is a quantum chemistry calculation of a 4-piece molecular cluster, C8H16Cl8 overall, from OMol25.

Cartesian coordinates (Å):
H -0.9501 0.8993 -4.8101
C -1.3168 -2.6127 3.6687
H -0.7673 -3.3423 4.2636
H -3.2252 -2.8434 4.7559
H -0.8888 -0.7300 -5.4998
Cl 0.4007 5.5328 0.0121
H -0.6366 3.0437 0.0569
H 3.7438 -0.7262 -0.8326
Cl 0.3621 -0.8675 0.9852
H 2.5825 -1.5089 1.4778
Cl -3.0010 -0.3120 -4.7200
Cl -0.9242 0.4763 -1.9259
Cl 0.9779 2.5274 1.7865
H 2.2858 0.0697 -1.2544
H -2.2528 -1.6636 5.4622
Cl 1.9443 -2.1467 -1.5097
H 2.2004 4.1379 -0.3813
C 2.1528 -0.7188 0.8620
C 2.6671 -0.7664 -0.6681
C 0.4284 2.8161 0.1026
C -0.5999 -0.6444 -3.2611
H 0.6774 1.8832 -0.4032
C -1.2073 -0.1456 -4.6366
C -2.5466 -2.0360 4.4808
H 0.9498 3.8915 -1.6330
C 1.1380 3.9748 -0.5626
H 2.5034 0.1748 1.3784
H -1.1057 -1.5483 -2.9218
H 0.4800 -0.7845 -3.3106
Cl -3.3806 -0.7584 3.4886
H -0.7316 -1.7765 3.2861
Cl -1.9598 -3.4951 2.2633

## Properties
- frontier orbital gap (eV) = 10.96
- HOMO energy (hartree) = -0.38654
- structure (SMILES) = ClCCCl.ClCCCl.ClCCCl.ClCCCl

Partial atomic charges computed with the Löwdin method, in multiples of e: atom 1 (H): 0.059, atom 2 (C): -0.649, atom 3 (H): 0.066, atom 4 (H): 0.059, atom 5 (H): 0.058, atom 6 (Cl): 0.512, atom 7 (H): 0.068, atom 8 (H): 0.070, atom 9 (Cl): 0.530, atom 10 (H): 0.061, atom 11 (Cl): 0.510, atom 12 (Cl): 0.576, atom 13 (Cl): 0.546, atom 14 (H): 0.035, atom 15 (H): 0.065, atom 16 (Cl): 0.563, atom 17 (H): 0.063, atom 18 (C): -0.590, atom 19 (C): -0.603, atom 20 (C): -0.684, atom 21 (C): -0.642, atom 22 (H): -0.018, atom 23 (C): -0.613, atom 24 (C): -0.620, atom 25 (H): 0.072, atom 26 (C): -0.618, atom 27 (H): 0.029, atom 28 (H): 0.058, atom 29 (H): 0.019, atom 30 (Cl): 0.501, atom 31 (H): 0.000, atom 32 (Cl): 0.516


Order from most stable to least stable according to the calculation: w, x


w | The following is a quantum chemistry calculation of a 2-piece molecular cluster, C2H5ClOS overall, from OMol25.

Cartesian coordinates (Å):
C -0.0078 0.4167 -0.3168
S 3.5199 0.9262 0.5710
C 0.3371 -0.9140 0.5024
H 0.2789 0.4833 -1.4023
O 1.6159 -1.1631 0.2226
H 0.0192 -0.7574 1.5348
H -0.1421 -1.8543 0.1719
Cl 4.5682 -0.3697 -0.3219
H 0.4476 1.2352 0.2845
H -1.1504 0.4981 -0.2069

## Properties
- frontier orbital gap (alpha / beta) (eV) = 5.60 / 5.43
- HOMO energy (alpha / beta) (hartree) = -0.32175 / -0.31696

Partial atomic charges computed with the Löwdin method, in multiples of e: atom 1 (C): -0.096, atom 2 (S): 0.165, atom 3 (C): -0.412, atom 4 (H): 0.082, atom 5 (O): -0.174, atom 6 (H): 0.106, atom 7 (H): 0.132, atom 8 (Cl): 0.067, atom 9 (H): 0.049, atom 10 (H): 0.081


x | The following is a quantum chemistry calculation of C2H5ClOS as an isolated structure, from OMol25.

Cartesian coordinates (Å):
C -0.1582 1.0729 0.3198
H 1.2840 -2.1700 -1.1065
S 1.1910 0.1148 -0.3313
H -1.1478 0.6908 0.0111
H 0.1934 -1.1773 -2.0581
H -0.4503 -1.8720 -0.4847
Cl -0.0107 2.7769 0.1877
O -0.6415 0.5542 2.0759
H -0.6966 1.4596 2.3133
C 0.4366 -1.4498 -0.9271

## Properties
- frontier orbital gap (eV) = 9.86
- HOMO energy (hartree) = -0.34210

Partial atomic charges computed with the Löwdin method, in multiples of e: atom 1 (C): -0.976, atom 2 (H): 0.044, atom 3 (S): 0.797, atom 4 (H): 0.059, atom 5 (H): 0.066, atom 6 (H): 0.035, atom 7 (Cl): 0.630, atom 8 (O): -0.211, atom 9 (H): -0.053, atom 10 (C): -0.391


Order from most stable to least stable according to the calculation: x, w


w | The following is a quantum chemistry calculation of a 2-piece molecular cluster, C21H22BN overall, from OMol25.

Cartesian coordinates (Å):
C -2.1076 0.1965 -1.4786
H -5.5595 -1.2128 -2.2465
C 1.1015 0.1022 0.4317
C -2.6653 -0.2051 0.8313
H -3.3986 -0.4333 1.5846
H 2.2220 -4.4620 0.4973
B 1.1751 0.6816 4.5253
H 0.7398 -2.6426 1.2536
H 4.6610 -1.6718 -1.6319
H -0.0469 0.4363 -1.8978
C 3.0772 0.5765 -0.7541
C -1.3405 -0.1411 1.1721
C -0.3567 0.1147 0.1939
C 3.0374 -0.8444 -0.5085
H -5.1579 0.3265 1.0701
C 1.9508 1.1464 -0.1173
H 4.3546 3.3479 -2.1766
H 1.1718 -0.3368 5.1125
H -4.0782 -0.5596 -2.9115
C 1.7395 2.5304 -0.1939
H -6.0988 -0.8663 0.1603
H 2.4837 4.3689 -0.9537
C 3.8446 -1.8822 -0.9649
H -2.3913 0.3303 -2.5062
H -6.1753 0.8578 -0.2521
C 2.4286 -3.4445 0.2075
C 1.5967 -2.4368 0.6358
H 1.2065 0.4694 3.3699
C -5.5239 0.0543 0.0851
H 4.7366 0.9112 -2.0659
C -4.8991 -0.3482 -2.2341
C -0.7928 0.2805 -1.1380
C 1.8890 -1.1139 0.2749
H -5.4423 0.5224 -2.5969
C -3.0908 -0.0384 -0.5042
C 3.5396 -3.1732 -0.5955
H 0.9107 2.9720 0.3327
H 4.1430 -3.9898 -0.9594
C 3.7080 2.7249 -1.5785
H 2.1211 1.3074 4.8338
C 3.9367 1.3682 -1.5121
H -1.0439 -0.2957 2.1947
H 0.2028 1.2874 4.7888
C 2.6239 3.3010 -0.9112
N -4.4325 -0.1160 -0.8665

## Properties
- frontier orbital gap (eV) = 4.46
- HOMO energy (hartree) = -0.27976

Partial atomic charges computed with the Löwdin method, in multiples of e: atom 1 (C): -0.020, atom 2 (H): 0.088, atom 3 (C): 0.093, atom 4 (C): -0.005, atom 5 (H): 0.103, atom 6 (H): 0.109, atom 7 (B): -0.438, atom 8 (H): 0.128, atom 9 (H): 0.114, atom 10 (H): 0.125, atom 11 (C): -0.092, atom 12 (C): 0.008, atom 13 (C): -0.156, atom 14 (C): -0.094, atom 15 (H): 0.076, atom 16 (C): -0.113, atom 17 (H): 0.112, atom 18 (H): -0.086, atom 19 (H): 0.072, atom 20 (C): 0.033, atom 21 (H): 0.091, atom 22 (H): 0.109, atom 23 (C): 0.005, atom 24 (H): 0.098, atom 25 (H): 0.088, atom 26 (C): -0.055, atom 27 (C): 0.032, atom 28 (H): -0.099, atom 29 (C): -0.051, atom 30 (H): 0.114, atom 31 (C): -0.050, atom 32 (C): -0.014, atom 33 (C): -0.092, atom 34 (H): 0.091, atom 35 (C): -0.198, atom 36 (C): -0.048, atom 37 (H): 0.132, atom 38 (H): 0.110, atom 39 (C): -0.042, atom 40 (H): -0.084, atom 41 (C): 0.008, atom 42 (H): 0.118, atom 43 (H): -0.087, atom 44 (C): -0.053, atom 45 (N): -0.181


x | The following is a quantum chemistry calculation of a 2-piece molecular cluster, C21H22BN overall, from OMol25.

Cartesian coordinates (Å):
B 1.6967 -2.4757 3.0279
C -0.2814 5.3371 -0.1371
C 2.3993 -2.1222 -2.8431
H 0.5701 5.8165 -0.6529
C 0.7647 -1.8149 -1.1216
H -4.6050 -3.5276 -0.7664
C -1.2216 -1.8484 0.0814
H 2.5328 -1.6468 3.4159
H -0.3414 -4.1992 -3.3232
C 0.3953 0.7611 1.4282
H 1.5032 5.8204 1.6956
H 0.4777 0.0200 2.2321
C -3.5459 -2.2011 0.5821
C 0.7965 5.0445 2.0285
C 0.3247 -3.4478 -2.8733
C -1.2855 -2.8987 -0.9060
C 0.1789 2.5783 -0.7022
C 0.2204 0.2978 0.1185
H 1.3287 4.3367 2.6688
H 0.6880 2.4573 2.6850
H 2.2500 -3.5453 2.7467
H 2.5245 -0.6067 -1.2745
C 0.2212 1.2238 -0.9555
C -0.0003 -1.1085 -0.1384
H 1.1403 -2.0412 2.0121
H 1.8155 -3.4844 -4.4244
C -2.3484 -1.5255 0.8374
H 0.0623 3.2631 -1.5328
N 0.1956 4.4081 0.8732
H -4.4211 -1.9841 1.1970
H 0.1793 0.8552 -1.9820
H 3.3810 -1.8910 -3.2660
C -0.0277 -2.8831 -1.6524
H -0.8721 6.1286 0.3458
C -2.5050 -3.4758 -1.2323
C -3.6419 -3.1021 -0.4933
C 1.5396 -3.0495 -3.4659
H -0.9087 4.8345 -0.8843
H 0.8406 -2.6508 3.9059
H -2.2752 -0.7362 1.5787
H -2.5464 -4.2085 -2.0502
H 0.0251 5.5473 2.6278
C 0.2990 3.0656 0.6270
C 1.9720 -1.4383 -1.7061
C 0.5044 2.1174 1.6680

## Properties
- frontier orbital gap (eV) = 5.04
- HOMO energy (hartree) = -0.28499

Partial atomic charges computed with the Löwdin method, in multiples of e: atom 1 (B): -0.438, atom 2 (C): -0.062, atom 3 (C): -0.049, atom 4 (H): 0.099, atom 5 (C): -0.118, atom 6 (H): 0.108, atom 7 (C): -0.090, atom 8 (H): -0.069, atom 9 (H): 0.120, atom 10 (C): 0.005, atom 11 (H): 0.094, atom 12 (H): 0.109, atom 13 (C): -0.053, atom 14 (C): -0.052, atom 15 (C): 0.005, atom 16 (C): -0.082, atom 17 (C): -0.017, atom 18 (C): -0.183, atom 19 (H): 0.079, atom 20 (H): 0.106, atom 21 (H): -0.071, atom 22 (H): 0.134, atom 23 (C): -0.007, atom 24 (C): 0.017, atom 25 (H): -0.082, atom 26 (H): 0.108, atom 27 (C): 0.031, atom 28 (H): 0.096, atom 29 (N): -0.194, atom 30 (H): 0.110, atom 31 (H): 0.127, atom 32 (H): 0.112, atom 33 (C): -0.079, atom 34 (H): 0.093, atom 35 (C): 0.000, atom 36 (C): -0.046, atom 37 (C): -0.040, atom 38 (H): 0.081, atom 39 (H): -0.071, atom 40 (H): 0.127, atom 41 (H): 0.120, atom 42 (H): 0.095, atom 43 (C): -0.206, atom 44 (C): 0.022, atom 45 (C): 0.010


Order from most stable to least stable according to the calculation: x, w


w | The following is a quantum chemistry calculation of a 2-piece molecular cluster, C2H6O2S overall, from OMol25.

Cartesian coordinates (Å):
H -2.8539 0.7697 0.9174
H 0.6667 0.2283 -1.8687
O -1.9373 -0.9505 0.6032
H -1.0803 -1.3572 0.3213
H 1.4588 1.5417 -0.8355
O -1.2070 1.0252 -0.2739
C 1.5201 0.5229 -1.2245
H 2.4711 0.4414 -1.7395
H 1.1015 0.5766 1.1173
S 1.6393 -0.5048 0.2878
C -1.9931 0.3569 0.3659

## Properties
- frontier orbital gap (eV) = 9.90
- HOMO energy (hartree) = -0.33786
- structure (SMILES) = O=CO.CS

Partial atomic charges computed with the Löwdin method, in multiples of e: atom 1 (H): 0.141, atom 2 (H): 0.033, atom 3 (O): 0.060, atom 4 (H): 0.093, atom 5 (H): 0.021, atom 6 (O): 0.015, atom 7 (C): -0.495, atom 8 (H): 0.010, atom 9 (H): -0.067, atom 10 (S): 0.580, atom 11 (C): -0.391


x | The following is a quantum chemistry calculation of a 2-piece molecular cluster, C2H6O2S overall, from OMol25.

Cartesian coordinates (Å):
O 2.1355 -0.6452 -0.1887
H 2.4968 -0.6878 -2.2571
C -1.3384 0.4182 1.4354
H 0.3886 0.5573 -1.5190
C 2.1340 -0.2419 -1.3139
H -1.7603 -1.6244 0.2765
H -1.2452 -0.1996 2.3119
O 1.3171 0.7919 -1.6875
H -0.4641 1.0564 1.5291
H -2.2563 0.9995 1.5571
S -1.4076 -0.4244 -0.1438

## Properties
- frontier orbital gap (eV) = 10.12
- HOMO energy (hartree) = -0.34630
- structure (SMILES) = O=CO.CS

Partial atomic charges computed with the Löwdin method, in multiples of e: atom 1 (O): 0.074, atom 2 (H): 0.141, atom 3 (C): -0.474, atom 4 (H): 0.014, atom 5 (C): -0.374, atom 6 (H): -0.151, atom 7 (H): 0.031, atom 8 (O): -0.012, atom 9 (H): 0.032, atom 10 (H): 0.024, atom 11 (S): 0.694


y | The following is a quantum chemistry calculation of a 2-piece molecular cluster, C2H6O2S overall, from OMol25.

Cartesian coordinates (Å):
H 1.0011 3.2598 -5.0639
H -1.9752 -1.2533 2.6144
O 3.1278 2.0305 -3.2966
H -0.4019 -2.6439 4.3330
H 1.9537 1.3145 -4.7871
H -1.1332 -3.8088 3.2238
S -2.6173 -1.8838 3.5920
C 2.2889 2.1389 -4.1356
O 1.6646 3.3017 -4.3653
H -1.7102 -3.6592 4.8142
C -1.3494 -3.0666 3.9960

## Properties
- frontier orbital gap (eV) = 9.61
- HOMO energy (hartree) = -0.33347
- structure (SMILES) = O=CO.CS

Partial atomic charges computed with the Löwdin method, in multiples of e: atom 1 (H): 0.107, atom 2 (H): -0.168, atom 3 (O): 0.085, atom 4 (H): 0.031, atom 5 (H): 0.136, atom 6 (H): 0.030, atom 7 (S): 0.634, atom 8 (C): -0.406, atom 9 (O): 0.078, atom 10 (H): 0.011, atom 11 (C): -0.537


Order from most stable to least stable according to the calculation: w, y, x